Record 1
This record from the OMol25 dataset describes C29H47BN9ORuS4 as an isolated structure. The level of theory is the ωB97M-V functional and the def2-TZVPD basis.

Structure (XYZ):
```
92
C29H47BN9ORuS4 (the ωB97M-V functional and the def2-TZVPD basis)
Ru -0.73 3.05 0.80
C -5.27 0.58 -0.74
C -3.97 -0.10 -0.52
C -3.83 -1.46 -0.49
C -2.56 -2.06 -0.26
N -1.53 -1.30 0.02
N -1.66 0.02 0.02
B -0.40 0.78 0.50
N 0.06 0.15 1.84
N 0.85 -0.91 1.72
C 1.29 -1.50 2.80
C 0.92 -1.02 4.07
C 0.10 0.07 4.20
C -0.32 0.65 5.51
C -0.33 0.67 3.00
S -1.32 2.08 2.95
C 2.24 -2.67 2.63
C 1.67 -3.89 3.37
C 3.60 -2.28 3.24
C 2.43 -3.02 1.15
N 0.73 0.82 -0.52
N 0.56 0.20 -1.68
C 1.52 0.22 -2.56
C 2.75 0.86 -2.27
C 2.94 1.50 -1.07
C 4.19 2.23 -0.71
C 1.84 1.50 -0.18
S 1.81 2.37 1.29
C 1.27 -0.42 -3.91
C 1.28 0.70 -4.97
C 2.39 -1.42 -4.22
C -0.07 -1.14 -3.94
C -2.80 0.66 -0.27
S -2.84 2.36 -0.34
C -2.33 -3.56 -0.27
C -1.88 -4.01 1.12
C -1.22 -3.85 -1.29
C -3.59 -4.32 -0.68
H -6.06 -0.13 -0.98
H -5.20 1.31 -1.56
H -5.55 1.14 0.16
H -4.70 -2.09 -0.63
H 1.31 -1.50 4.96
H 0.12 0.10 6.34
H -1.41 0.61 5.61
H -0.03 1.70 5.58
H 1.55 -3.71 4.44
H 2.34 -4.74 3.25
H 0.69 -4.17 2.96
H 3.53 -2.11 4.31
H 3.98 -1.38 2.76
H 4.31 -3.09 3.06
H 1.48 -3.26 0.68
H 3.09 -3.89 1.07
H 2.88 -2.19 0.61
H 3.54 0.87 -3.01
H 4.94 2.11 -1.49
H 4.60 1.85 0.23
H 3.98 3.29 -0.57
H 2.22 1.25 -4.97
H 0.46 1.41 -4.79
H 1.14 0.26 -5.96
H 3.36 -0.93 -4.37
H 2.15 -1.95 -5.14
H 2.50 -2.15 -3.42
H -0.89 -0.46 -3.72
H -0.08 -1.94 -3.20
H -0.24 -1.57 -4.93
H -1.06 -3.38 1.47
H -1.55 -5.04 1.09
H -2.70 -3.94 1.84
H -0.32 -3.29 -1.05
H -1.54 -3.59 -2.30
H -0.99 -4.92 -1.28
H -4.39 -4.23 0.06
H -3.35 -5.38 -0.77
H -3.96 -3.99 -1.66
N 0.90 5.15 0.44
N 0.94 5.76 -0.80
C 0.36 5.18 -1.86
N 0.34 5.86 -3.00
S -0.29 3.62 -1.80
H 0.25 5.64 1.06
H 1.82 5.13 0.86
H 1.24 6.72 -0.86
H 0.72 6.78 -3.10
H -0.08 5.43 -3.81
C -2.87 5.06 1.78
O -1.56 4.74 1.41
H -2.86 6.02 2.32
H -3.32 4.31 2.44
H -3.52 5.17 0.91
```

Computed properties:
HOMO energy (spin up / spin down): -0.502 / -0.498 Ha
Charge: +2
Multiplicity: 2
Frontier orbital gap (spin up / spin down): 6.208 / 6.545 eV
Lowest unoccupied orbital energy (spin up / spin down): -0.2742 / -0.2577 Ha
Expectation value of S²: 0.792

Mulliken atomic charge list, values in e, 6 entries: number 1, Ru, carries -0.52; number 2, C, carries -1.96; number 3, C, carries 0.31; number 4, C, carries -0.43; number 5, C, carries -0.40; number 6, N, carries -0.20

***

Record 2
This record from the OMol25 dataset describes C29H47BrN2OOsP2 as an isolated structure. The level of theory is the ωB97M-V functional and the def2-TZVPD basis.

Structure (XYZ):
```
83
C29H47BrN2OOsP2 (the ωB97M-V functional and the def2-TZVPD basis)
C 2.83 4.91 -1.02
C 1.77 4.06 -1.36
C 1.51 3.83 -2.71
C 2.42 4.28 -3.66
N 3.46 5.05 -3.36
C 3.66 5.37 -2.07
C 0.90 3.29 -0.52
C -0.09 3.01 0.16
C -1.40 2.58 0.42
C -1.54 1.30 1.19
C -2.88 1.14 1.72
C -3.61 1.36 0.50
C -3.70 2.41 -0.33
C -2.50 3.14 -0.25
Os -2.64 -0.19 0.44
P 0.97 -0.44 -0.58
H 0.61 3.29 -2.99
H 3.00 5.27 -0.01
H 2.27 3.99 -4.70
H 4.51 6.04 -1.88
H -2.46 4.10 -0.74
H -0.63 1.09 1.76
H -4.48 2.49 -1.07
H -3.21 1.17 2.75
C 1.62 -2.15 -0.15
C 2.84 -2.70 -0.85
H 0.74 -2.80 -0.30
H 1.76 -2.13 0.94
H 3.01 -3.74 -0.51
H 2.73 -2.74 -1.94
H 3.75 -2.14 -0.59
C 1.61 -0.10 -2.31
C 3.02 0.43 -2.54
H 0.88 0.64 -2.66
H 1.44 -1.01 -2.91
H 3.19 0.57 -3.62
H 3.18 1.41 -2.08
H 3.79 -0.28 -2.20
C 2.13 0.62 0.42
C 3.56 0.17 0.67
H 1.60 0.72 1.37
H 2.09 1.62 -0.02
H 4.07 0.88 1.34
H 3.59 -0.80 1.17
H 4.16 0.14 -0.25
Br -4.97 -0.90 -0.12
P -1.80 -1.66 -1.94
C -0.62 -2.66 -2.91
C -1.16 -3.95 -3.51
H 0.24 -2.87 -2.25
H -0.27 -1.98 -3.71
H -0.36 -4.39 -4.12
H -1.43 -4.70 -2.75
H -2.03 -3.78 -4.17
C -2.68 -2.96 -0.94
C -4.02 -3.48 -1.42
H -2.74 -2.46 0.06
H -1.95 -3.79 -0.92
H -4.40 -4.16 -0.64
H -4.76 -2.66 -1.47
H -3.98 -4.01 -2.38
C -2.78 -0.71 -3.16
C -3.22 -1.38 -4.45
H -2.11 0.13 -3.40
H -3.63 -0.30 -2.60
H -3.86 -0.66 -4.98
H -2.38 -1.62 -5.11
H -3.83 -2.28 -4.27
C 0.19 -1.29 5.83
N 0.43 -1.58 4.42
C 0.22 -2.93 3.95
C 0.48 -0.61 3.47
C 0.68 0.81 3.91
O 0.36 -0.94 2.27
H 0.26 -2.23 6.39
H -0.81 -0.87 6.00
H 0.94 -0.59 6.21
H -0.75 -3.01 3.44
H 0.98 -3.18 3.21
H 0.26 -3.62 4.80
H 0.87 1.44 3.04
H -0.21 1.20 4.42
H 1.55 0.88 4.58
```

Computed properties:
HOMO energy (spin up / spin down): -0.677 / -0.676 Ha
Charge: +4
Multiplicity: 5
Frontier orbital gap (spin up / spin down): 3.814 / 3.168 eV
Lowest unoccupied orbital energy (spin up / spin down): -0.5372 / -0.5599 Ha
Expectation value of S²: 6.099

Mulliken atomic charge list, values in e, 6 entries: number 1, C, carries -0.24; number 2, C, carries 0.24; number 3, C, carries -0.28; number 4, C, carries -0.59; number 5, N, carries 0.11; number 6, C, carries -0.45

***

Record 3
This record from the OMol25 dataset describes C29H47FN6O3PtSSi2Te as an isolated structure. The level of theory is the ωB97M-V functional and the def2-TZVPD basis.

Structure (XYZ):
```
91
C29H47FN6O3PtSSi2Te (the ωB97M-V functional and the def2-TZVPD basis)
Pt 1.01 0.33 -1.80
F 0.19 1.41 4.82
C -0.02 0.26 4.16
C 0.04 0.30 2.81
C -0.15 -0.86 2.04
C -0.05 -0.86 0.62
O 0.21 0.29 0.03
C -0.24 -2.07 -0.06
C -0.52 -3.21 0.69
N -0.62 -3.23 2.00
C -0.86 -4.50 2.69
C -1.81 -5.48 2.09
C -2.19 -4.74 3.34
C -0.42 -2.05 2.74
C -0.48 -2.08 4.13
C -0.27 -0.94 4.90
N -0.30 -0.96 6.28
C -0.19 0.25 7.11
C -0.34 -0.09 8.59
N -1.49 -1.03 8.79
C -1.30 -2.34 8.05
C -0.17 -2.20 7.04
C -0.26 -2.29 -1.53
O -0.65 -3.29 -2.04
O 0.08 -1.27 -2.39
H 0.26 1.25 2.33
H -0.66 -4.15 0.18
H 0.04 -4.87 3.16
H -1.54 -6.52 2.16
H -2.35 -5.21 1.19
H -2.19 -5.27 4.28
H -2.94 -3.97 3.24
H -0.72 -3.02 4.60
H -0.96 0.96 6.83
H 0.78 0.75 7.00
H -0.53 0.82 9.16
H 0.54 -0.57 9.01
H -2.36 -0.58 8.48
H -1.62 -1.21 9.79
H -2.25 -2.57 7.57
H -1.07 -3.11 8.78
H -0.19 -3.07 6.39
H 0.80 -2.22 7.54
C 6.87 0.05 -2.63
C 5.71 -0.90 -2.30
C 4.45 -0.51 -2.99
N 3.35 -0.18 -2.41
N 2.35 0.15 -3.30
C 2.69 0.05 -4.57
N 1.89 0.28 -5.61
S 4.34 -0.42 -4.73
H 7.76 -0.27 -2.09
H 6.64 1.07 -2.33
H 7.12 0.03 -3.69
H 5.50 -0.91 -1.23
H 5.96 -1.92 -2.60
H 0.93 0.56 -5.46
H 2.22 0.19 -6.55
C -3.97 2.63 -4.27
Si -3.28 1.10 -5.09
C -4.04 -0.45 -4.41
C -3.19 1.21 -6.93
C -1.39 1.03 -4.51
Te -1.36 1.29 -2.45
C -0.96 3.33 -2.31
Si 0.81 4.10 -2.52
C 1.98 3.10 -1.43
C 0.66 5.83 -1.88
C 1.30 4.03 -4.31
H -5.02 2.75 -4.55
H -3.46 3.55 -4.59
H -3.97 2.60 -3.17
H -5.07 -0.53 -4.75
H -4.06 -0.47 -3.31
H -3.52 -1.35 -4.76
H -4.21 1.22 -7.34
H -2.69 0.34 -7.37
H -2.70 2.11 -7.27
H -0.80 1.81 -4.98
H -1.02 0.02 -4.71
H -1.34 3.60 -1.32
H -1.63 3.75 -3.06
H 1.67 3.09 -0.39
H 3.00 3.47 -1.48
H 2.09 2.03 -1.76
H 0.35 5.85 -0.83
H -0.07 6.40 -2.46
H 1.61 6.35 -1.96
H 1.19 3.06 -4.78
H 2.35 4.32 -4.43
H 0.71 4.75 -4.89
```

Computed properties:
HOMO energy: -0.648 Ha
Charge: +4
Frontier orbital gap: 5.324 eV
Lowest unoccupied orbital energy: -0.4521 Ha

Mulliken atomic charge list, values in e, 6 entries: number 1, Pt, carries 1.93; number 2, F, carries -0.33; number 3, C, carries 0.31; number 4, C, carries -0.91; number 5, C, carries 0.96; number 6, C, carries 1.91

***

What ΔE to the lowest compared entry with this formula, charge and spin values result from the calculations? In sequence: 39.13 215.78 10.30 kcal/mol.
What maximum force values result from the calculations? In sequence: 2.07 9.42 0.59 eV Å⁻¹.